ORCA calculation (the ωB97M-V functional and the def2-TZVPD basis) on one molecule with the formula C8H14.

Values from the calculation:
Net charge = 0
Molar mass = 110.20 u
Multiplicity = 1
ΔE to the lowest compared entry with this formula, charge and spin = 93.7 kJ/mol
Orbital gap = 10.03 eV
Electronic energy = -8522.1087 eV
HOMO level = -8.98 eV

Cartesian coordinates (Å):
C1 1.187 -1.522 0.512
C2 0.375 -0.472 0.464
C3 -0.441 -0.062 1.666
C4 -0.093 1.316 2.227
C5 0.243 0.326 -0.788
C6 1.070 1.581 -0.933
C7 -0.596 -0.055 -1.748
C8 -1.473 -1.280 -1.718
H1 1.293 -2.125 1.406
H2 1.771 -1.827 -0.349
H3 -0.317 -0.820 2.443
H4 -1.501 -0.067 1.390
H5 -0.532 1.453 3.215
H6 0.986 1.440 2.338
H7 -0.444 2.113 1.572
H8 1.130 1.881 -1.979
H9 2.086 1.425 -0.566
H10 0.642 2.417 -0.374
H11 -0.654 0.550 -2.648
H12 -2.260 -1.206 -2.467
H13 -0.883 -2.170 -1.944
H14 -1.928 -1.425 -0.737

***

ORCA calculation (the ωB97M-V functional and the def2-TZVPD basis) on C19H7Cl3F5N3O5SV as an isolated structure in a non-equilibrium geometry.

Values from the calculation:
Net charge = +1
Molar mass = 641.64 u
Multiplicity = 1
ΔE to the lowest compared entry with this formula, charge and spin = 75.9 kJ/mol
Orbital gap (alpha / beta) = 6.27 / 6.28 eV
Electronic energy = -122195.0807 eV
HOMO level (alpha / beta) = -12.40 / -12.40 eV

Cartesian coordinates (Å):
V1 0.171 0.213 -0.655
C1 3.674 -2.275 1.218
C2 2.993 -1.094 1.804
N1 2.047 -0.380 1.232
C3 1.762 0.644 2.103
C4 2.546 0.544 3.225
N2 3.310 -0.560 3.009
C5 2.724 1.303 4.501
O1 1.986 2.376 4.671
O2 3.522 0.896 5.300
C6 0.769 1.652 1.721
O3 0.440 2.592 2.389
O4 0.289 1.363 0.507
H1 3.080 -2.685 0.405
H2 3.841 -3.045 1.971
H3 4.648 -1.985 0.820
H4 3.987 -0.885 3.687
H5 1.395 2.579 3.920
Cl1 -3.750 -5.769 0.389
C7 -2.860 -4.385 -0.073
C8 -2.513 -3.450 0.899
C9 -1.779 -2.354 0.513
Cl2 -1.245 -1.120 1.586
C10 -1.369 -2.182 -0.817
O5 -0.586 -1.140 -1.091
C11 -1.753 -3.120 -1.779
Cl3 -1.275 -2.835 -3.400
C12 -2.496 -4.222 -1.405
H6 -2.817 -3.587 1.927
H7 -2.797 -4.955 -2.139
F1 -2.687 0.690 -0.553
C13 -2.237 1.524 -1.514
C14 -0.894 1.459 -1.838
C15 -0.431 2.339 -2.803
F2 0.865 2.351 -3.132
C16 -1.280 3.226 -3.443
F3 -0.817 4.047 -4.371
C17 -2.624 3.256 -3.098
F4 -3.438 4.099 -3.697
C18 -3.113 2.402 -2.118
F5 -4.392 2.438 -1.775
S1 3.896 0.083 -3.123
C19 2.595 0.115 -2.296
N3 1.569 0.135 -1.645

***

ORCA calculation (the ωB97M-V functional and the def2-TZVPD basis) on C21H19BeN5S as an isolated structure.

Values from the calculation:
Net charge = 0
Molar mass = 382.50 u
Multiplicity = 1
Orbital gap = 7.12 eV
Electronic energy = -40775.6186 eV
HOMO level = -7.50 eV

Cartesian coordinates (Å):
Be1 0.824 -1.485 0.748
C1 -1.807 -1.512 3.853
C2 -1.060 -1.591 2.567
N1 0.193 -1.375 2.414
N2 1.029 -1.113 3.439
C3 2.261 -1.445 3.075
N3 3.230 -1.227 3.984
S1 2.688 -2.171 1.563
C4 -1.681 -2.022 1.299
C5 -3.036 -2.238 1.108
C6 -3.471 -2.651 -0.143
C7 -2.553 -2.822 -1.166
C8 -1.215 -2.575 -0.899
N4 -0.795 -2.210 0.305
H1 -1.116 -1.279 4.659
H2 -2.570 -0.731 3.807
H3 -2.310 -2.457 4.068
H4 3.002 -0.713 4.818
H5 4.188 -1.363 3.723
H6 -3.733 -2.074 1.918
H7 -4.524 -2.828 -0.319
H8 -2.859 -3.132 -2.154
H9 -0.450 -2.652 -1.661
N5 0.995 -0.424 -0.381
C9 0.834 0.648 -1.002
C10 0.417 1.925 -0.314
C11 0.888 3.170 -0.717
C12 0.540 4.319 -0.020
C13 -0.302 4.239 1.079
C14 -0.785 3.001 1.485
C15 -0.421 1.856 0.797
C16 1.056 0.709 -2.491
C17 0.255 1.485 -3.324
C18 0.429 1.453 -4.701
C19 1.419 0.657 -5.259
C20 2.228 -0.114 -4.433
C21 2.041 -0.094 -3.061
H10 1.546 3.241 -1.575
H11 0.928 5.279 -0.336
H12 -0.579 5.136 1.619
H13 -1.442 2.931 2.343
H14 -0.774 0.884 1.116
H15 -0.516 2.112 -2.892
H16 -0.209 2.051 -5.339
H17 1.561 0.639 -6.332
H18 3.006 -0.733 -4.863
H19 2.649 -0.704 -2.404

***

ORCA calculation (the ωB97M-V functional and the def2-TZVPD basis) on a 2-piece molecular cluster, C4H12S2 overall in a non-equilibrium geometry.

Values from the calculation:
Net charge = -1
Molar mass = 124.27 u
Multiplicity = 2
<S²> = 0.751
ΔE to the lowest compared entry with this formula, charge and spin = 281.9 kJ/mol
Orbital gap (alpha / beta) = 2.25 / 8.40 eV
Electronic energy = -26009.7310 eV
HOMO level (alpha / beta) = 1.13 / -5.06 eV

Cartesian coordinates (Å):
C1 1.456 1.038 -1.607
C2 1.435 1.939 -0.403
S1 -0.012 0.699 -2.622
H1 2.231 1.565 -2.363
H2 2.111 0.215 -1.422
H3 0.613 2.806 -0.303
H4 -0.294 -0.423 -2.186
H5 2.468 2.376 -0.390
H6 1.231 1.413 0.513
C3 -1.187 -2.066 1.112
C4 -0.918 -0.834 1.937
S2 -1.986 -1.781 -0.458
H7 -0.223 -2.527 0.925
H8 -1.931 -2.643 1.702
H9 0.226 -0.624 1.914
H10 -2.426 -0.573 -0.807
H11 -1.425 -0.718 2.882
H12 -1.369 0.138 1.577

***

Look up the molar mass of the fourth one. 124.27 u